C4H13N3O | ωB97M-V/def2-TZVPD

The calculation puts the LUMO energy at 0.0314 Ha. Its relative energy (zero: lowest compared OMol25 entry of this formula, charge and spin) is 479.16 kJ/mol. The value obtained for the max |F| is 4.0 eV/Å. Its molecular weight is 119.17 Da.

Geometry (Å):
C: 0.425 -0.457 -1.246
N: 1.792 -0.914 -1.237
N: 0.426 0.935 -1.568
O: -0.357 -1.292 -2.066
H: 0.126 -1.420 -2.899
H: 0.372 -0.748 0.171
H: 1.855 -1.891 -0.971
H: -0.515 1.278 -1.711
H: 2.330 -0.377 -0.566
H: 0.971 1.121 -2.410
C: 0.624 0.715 2.117
C: -1.905 0.469 0.669
C: -0.882 -0.616 0.820
N: 0.192 -0.595 1.649
H: -1.203 -1.611 0.528
H: -0.137 1.215 2.729
H: 1.521 0.583 2.722
H: 0.881 1.395 1.294
H: -2.473 0.533 1.603
H: -1.452 1.447 0.512
H: -2.591 0.230 -0.141

Atom charges from the Löwdin analysis, given in e for atoms 1 to 8:
1 C -0.642
2 N 0.060
3 N 0.072
4 O -0.036
5 H 0.088
6 H 0.146
7 H 0.083
8 H 0.065